DFT (ωB97M-V/def2-TZVPD) results for C3H2CdO3 as an isolated structure in a non-equilibrium geometry.

XYZ file:
```
9
Properties=species:S:1:pos:R:3
O 1.96 -1.01 -1.84
C 0.78 -1.09 -1.71
C 0.04 -0.69 -0.51
O -0.50 0.51 -0.60
C -0.72 1.04 0.66
O -1.28 2.15 0.54
H -1.56 2.53 1.40
Cd 0.05 -0.77 1.77
H -0.04 -1.97 -1.80
```

Properties
- charge = +2
- E_tot (a.u.) = -508.01118
- energy above the lowest of the compared OMol25 structures with the same formula, charge and spin (kJ/mol) = 150.0


DFT (ωB97M-V/def2-TZVPD) results for a 2-piece molecular cluster, C3H2Cl2F2 overall.

XYZ file:
```
9
Properties=species:S:1:pos:R:3
F 3.18 0.02 0.34
C 1.85 -0.06 0.50
Cl 1.09 1.35 -0.26
Cl 1.27 -1.56 -0.25
H 1.63 -0.08 1.57
C -2.28 -0.52 -0.73
C -2.23 0.58 -0.27
F -2.08 1.70 0.34
H -2.44 -1.43 -1.23
```

Properties
- charge = 0
- E_tot (a.u.) = -1235.51498
- energy above the lowest of the compared OMol25 structures with the same formula, charge and spin (kJ/mol) = 230.1


DFT (ωB97M-V/def2-TZVPD) results for a 2-piece molecular cluster, C3H2Cl2F2 overall in a non-equilibrium geometry.

XYZ file:
```
9
Properties=species:S:1:pos:R:3
C -1.40 0.38 -0.81
C -0.98 -0.23 0.19
C 1.42 -0.06 0.43
F -1.43 -1.19 1.03
F 1.54 1.29 0.35
Cl 2.12 -0.99 -0.88
Cl 1.84 -0.54 2.08
H -2.41 0.33 -1.05
H -0.70 1.00 -1.33
```

Properties
- charge = 0
- E_tot (a.u.) = -1235.46546
- energy above the lowest of the compared OMol25 structures with the same formula, charge and spin (kJ/mol) = 360.2


DFT (ωB97M-V/def2-TZVPD) results for a 2-piece molecular cluster, C3H2Cl2F2 overall in a non-equilibrium geometry.

XYZ file:
```
9
Properties=species:S:1:pos:R:3
C -1.70 0.07 -0.16
C -1.00 -0.93 0.09
C 1.70 0.24 0.16
F -1.10 -2.21 0.36
F 2.14 -0.31 -0.99
Cl 2.75 -0.09 1.42
Cl 1.25 1.90 0.02
H -2.75 0.29 -0.30
H -1.30 1.04 -0.60
```

Properties
- charge = 0
- E_tot (a.u.) = -1235.42536
- energy above the lowest of the compared OMol25 structures with the same formula, charge and spin (kJ/mol) = 465.4


DFT (ωB97M-V/def2-TZVPD) results for a 2-piece molecular cluster, C3H2Cl2F2 overall in a non-equilibrium geometry.

XYZ file:
```
9
Properties=species:S:1:pos:R:3
F -0.89 0.12 0.84
C -1.60 -0.47 -0.15
Cl -3.21 -0.78 0.38
Cl -1.58 0.58 -1.61
H -1.10 -1.49 -0.45
C 1.84 -0.05 0.58
C 2.32 0.98 0.18
F 3.07 1.95 -0.37
H 1.14 -0.85 0.60
```

Properties
- charge = 0
- E_tot (a.u.) = -1235.49705
- energy above the lowest of the compared OMol25 structures with the same formula, charge and spin (kJ/mol) = 277.2


DFT (ωB97M-V/def2-TZVPD) results for one molecule with the formula C3H2Cl2N2 in a non-equilibrium geometry.

XYZ file:
```
9
Properties=species:S:1:pos:R:3
C 0.74 -0.42 -1.46
C -2.03 -0.31 -0.35
C 1.64 0.04 -0.31
N -0.98 0.27 0.17
N 0.23 0.01 -0.37
Cl -3.44 0.04 0.59
Cl 2.31 -1.29 0.78
H 2.34 0.82 -0.13
H -0.81 0.84 1.09
```

Properties
- charge = 0
- E_tot (a.u.) = -1145.17607
- energy above the lowest of the compared OMol25 structures with the same formula, charge and spin (kJ/mol) = 638.3